DFT (ωB97M-V/def2-TZVPD) results for a structure of composition C14H42O7PtS7.

```
71
C14H42O7PtS7, DFT ωB97M-V/def2-TZVPD
Pt 12.415 18.757 -19.655
C 17.821 21.670 -14.277
S 16.941 20.071 -14.266
O 16.591 19.897 -15.768
C 18.543 19.198 -13.938
H 17.205 22.343 -14.874
H 18.792 21.614 -14.769
H 18.022 22.062 -13.280
H 18.477 18.110 -13.940
H 18.884 19.533 -12.958
H 19.422 19.521 -14.496
C 13.194 13.324 -25.383
S 11.791 14.273 -24.579
O 12.540 15.129 -23.538
C 11.461 15.447 -26.028
H 12.852 13.006 -26.367
H 13.578 12.407 -24.936
H 14.107 13.852 -25.660
H 11.199 16.427 -25.629
H 10.642 14.993 -26.587
H 12.314 15.317 -26.695
C 13.316 12.962 -15.903
S 11.621 13.703 -16.037
O 11.949 15.119 -16.537
C 10.886 12.731 -17.454
H 13.255 11.892 -15.704
H 13.920 13.525 -15.191
H 13.781 13.022 -16.887
H 11.569 12.809 -18.300
H 9.922 13.234 -17.529
H 10.879 11.663 -17.236
C 19.002 16.314 -21.037
S 18.738 18.014 -21.694
O 17.421 18.674 -21.303
C 20.176 19.070 -21.233
H 19.894 15.878 -21.486
H 18.152 15.660 -21.229
H 19.143 16.399 -19.959
H 20.721 19.732 -21.907
H 20.895 18.331 -20.881
H 19.980 19.707 -20.371
C 4.867 17.820 -22.679
S 5.888 19.040 -21.718
O 7.363 18.510 -21.761
C 5.911 20.549 -22.760
H 3.827 18.142 -22.744
H 4.857 16.811 -22.269
H 5.382 17.752 -23.637
H 4.974 21.093 -22.642
H 6.170 20.225 -23.767
H 6.641 21.222 -22.309
C 8.148 22.744 -15.125
S 9.969 23.122 -15.363
O 10.322 22.365 -16.661
C 9.816 24.911 -15.765
H 7.619 23.285 -15.909
H 7.915 23.076 -14.114
H 8.050 21.674 -15.311
H 9.346 24.962 -16.747
H 10.828 25.311 -15.835
H 9.211 25.506 -15.081
C 14.419 23.720 -24.212
S 12.615 23.712 -24.058
O 12.412 22.693 -22.970
C 12.329 25.300 -23.206
H 14.949 23.814 -23.264
H 14.759 24.570 -24.803
H 14.693 22.797 -24.722
H 12.762 26.033 -23.886
H 12.886 25.361 -22.271
H 11.268 25.483 -23.037
```

## Properties
Energy relative to the best compared isomer or geometry (same formula, charge and spin) in kcal/mol: 140.2
Multiplicity: 3
Expectation value of S²: 2.035
LUMO level (alpha / beta) in eV: -8.5744 / -9.6625
Frontier orbital gap (alpha / beta) in eV: 2.9345 / 1.8471
Net charge: +2



DFT (ωB97M-V/def2-TZVPD) results for a structure of composition C14H43CrO8.

```
66
C14H43CrO8, DFT ωB97M-V/def2-TZVPD
Cr 0.062 -1.943 -0.786
O 0.298 -0.275 0.311
H -0.063 0.632 0.259
C 2.058 2.190 -2.794
C 3.215 1.355 -3.274
O 2.814 0.166 -3.905
H 2.498 3.088 -2.359
H 1.457 1.678 -2.042
H 1.413 2.460 -3.630
H 3.862 1.099 -2.435
H 3.854 1.917 -3.955
H 2.453 -0.441 -3.255
C 4.045 2.489 0.714
C 2.715 1.750 0.948
O 2.770 0.584 0.129
H 3.942 3.516 1.063
H 4.274 2.662 -0.338
H 4.888 2.029 1.231
H 1.853 2.390 0.759
H 2.575 1.384 1.965
H 1.893 0.196 0.111
C -3.794 -0.920 -1.987
C -2.416 -0.335 -1.624
O -1.479 -1.218 -2.078
H -3.849 -1.110 -3.059
H -4.529 -0.162 -1.719
H -3.961 -1.867 -1.473
H -2.330 -0.156 -0.553
H -2.231 0.668 -2.008
H -1.466 -1.138 -3.035
C -1.724 1.226 4.312
C -1.142 1.194 2.897
O 0.093 0.471 2.981
H -2.183 0.254 4.488
H -2.439 2.041 4.421
H -0.956 1.238 5.085
H -1.039 2.223 2.553
H -1.787 0.708 2.165
H 0.237 0.072 2.119
C -3.253 -4.334 0.029
C -1.794 -4.053 0.503
O -1.448 -2.680 0.550
H -3.344 -4.154 -1.042
H -4.051 -3.776 0.519
H -3.518 -5.383 0.165
H -1.085 -4.469 -0.212
H -1.507 -4.426 1.486
H -2.047 -2.328 1.212
C -0.942 3.043 -0.614
C -1.532 3.179 -1.962
O -1.524 4.588 -2.280
H 0.143 3.146 -0.636
H -1.230 2.079 -0.195
H -1.265 3.804 0.096
H -2.597 2.948 -1.939
H -1.010 2.665 -2.769
H -2.174 4.970 -1.686
C 1.787 -3.146 2.763
C 2.329 -2.558 1.422
O 1.556 -3.018 0.358
H 2.473 -2.943 3.585
H 1.774 -4.236 2.726
H 0.791 -2.791 3.030
H 3.319 -2.978 1.247
H 2.307 -1.470 1.482
H 1.960 -3.792 -0.042
```

## Properties
Multiplicity: 6
Expectation value of S²: 8.762
LUMO level (alpha / beta) in eV: -7.3721 / -11.3794
Frontier orbital gap (alpha / beta) in eV: 7.7329 / 3.7183
Net charge: +2



DFT (ωB97M-V/def2-TZVPD) results for a cluster of 6 separate species, C14H43N5O8 in total.

```
70
C14H43N5O8, DFT ωB97M-V/def2-TZVPD
N 0.039 0.384 -1.160
H 1.037 0.110 -1.256
H -0.010 0.966 -0.314
H -0.615 -0.390 -0.915
H -0.266 0.991 -1.930
N 1.306 2.803 0.871
O 1.515 3.632 1.749
O 0.850 1.663 1.168
O 1.530 3.051 -0.331
C -1.191 3.917 -2.163
C -0.196 3.278 -3.124
O -0.633 1.946 -3.431
O -0.949 5.291 -1.926
H -1.239 3.415 -1.197
H -2.186 3.801 -2.622
H 0.786 3.232 -2.652
H -0.080 3.899 -4.015
H -1.319 2.017 -4.101
H -1.429 5.825 -2.561
C -4.270 -1.600 -1.117
C -3.022 -0.796 -0.763
C -3.254 0.044 0.480
O -2.177 0.942 0.584
C -2.317 1.875 1.646
N -1.851 -1.687 -0.588
H -5.045 -0.987 -1.588
H -4.760 -2.014 -0.230
H -4.070 -2.418 -1.809
H -2.791 -0.099 -1.574
H -3.354 -0.607 1.360
H -4.196 0.588 0.340
H -2.027 1.371 2.569
H -3.335 2.280 1.689
H -1.694 2.753 1.479
H -1.902 -2.491 -1.203
H -1.866 -2.066 0.356
C -0.439 -1.991 4.576
C -0.487 -0.742 3.715
C 0.142 0.461 4.419
O 1.500 0.201 4.645
C 2.278 1.386 4.774
N 0.160 -1.026 2.423
H -0.878 -2.878 4.121
H -1.012 -1.818 5.497
H 0.558 -2.221 4.957
H -1.538 -0.508 3.519
H -0.407 0.684 5.346
H 0.025 1.318 3.741
H 1.740 2.117 5.387
H 2.419 1.833 3.786
H 3.210 1.115 5.261
H 0.311 -0.133 1.957
H 1.088 -1.372 2.649
C 1.726 -2.681 -0.943
C 2.928 -1.997 -1.551
C 3.048 -2.165 -3.057
O 2.994 -3.546 -3.326
C 3.018 -3.866 -4.716
N 2.797 -0.541 -1.281
H 1.859 -3.763 -0.980
H 0.813 -2.461 -1.504
H 1.511 -2.379 0.084
H 3.871 -2.312 -1.095
H 3.998 -1.723 -3.387
H 2.230 -1.634 -3.563
H 4.059 -3.898 -5.040
H 2.367 -3.208 -5.292
H 2.618 -4.879 -4.763
H 3.488 0.019 -1.773
H 2.988 -0.317 -0.307
```

## Properties
Energy relative to the best compared isomer or geometry (same formula, charge and spin) in kcal/mol: 0.0
LUMO level in eV: 0.2405
Frontier orbital gap in eV: 8.5514
Net charge: 0



DFT (ωB97M-V/def2-TZVPD) results for a structure of composition C14H44AsHfN2SSi4.

```
67
C14H44AsHfN2SSi4, DFT ωB97M-V/def2-TZVPD
Hf -0.491 0.778 -0.313
N -1.301 3.256 0.494
C -2.787 3.197 0.525
C -3.322 2.725 -0.812
N -3.041 1.279 -1.019
H -0.985 3.460 1.441
H -1.046 4.079 -0.049
H -3.215 4.178 0.739
H -3.093 2.516 1.322
H -2.852 3.287 -1.621
H -4.395 2.922 -0.841
H -3.476 1.014 -1.901
H -3.568 0.771 -0.307
C 2.496 0.673 1.602
Si 3.034 1.194 -0.147
C 2.252 2.912 -0.402
C 4.883 1.220 -0.402
Si 1.731 -0.294 -1.610
Si 1.197 -2.602 -0.829
C 2.180 -3.911 -1.731
C 1.438 -2.673 1.045
C -0.679 -2.697 -1.142
Si 0.604 0.657 -3.590
C 1.506 0.509 -5.218
C 0.199 2.466 -3.143
C -1.077 -0.238 -3.607
H 2.849 1.418 2.320
H 2.956 -0.272 1.892
H 1.406 0.578 1.747
H 2.731 3.620 0.280
H 1.169 2.953 -0.195
H 2.428 3.292 -1.408
H 5.350 1.910 0.304
H 5.148 1.556 -1.405
H 5.341 0.242 -0.249
H 3.250 -3.818 -1.541
H 2.029 -3.875 -2.810
H 1.880 -4.906 -1.395
H 2.472 -2.497 1.339
H 1.185 -3.682 1.383
H 0.796 -1.973 1.582
H -0.916 -2.676 -2.205
H -1.261 -1.911 -0.630
H -1.055 -3.653 -0.768
H 2.459 1.040 -5.213
H 0.898 0.940 -6.017
H 1.701 -0.530 -5.484
H 1.099 3.077 -3.095
H -0.362 2.593 -2.196
H -0.416 2.896 -3.937
H -0.970 -1.260 -3.970
H -1.750 0.262 -4.308
H -1.585 -0.272 -2.630
C -1.991 -3.386 3.363
As -1.732 -1.541 3.873
C -0.155 -1.419 4.980
C -3.248 -0.992 4.924
S -1.566 -0.280 2.141
H -2.151 -3.961 4.275
H -1.116 -3.770 2.844
H -2.871 -3.474 2.728
H -0.309 -2.065 5.845
H -0.020 -0.394 5.320
H 0.727 -1.752 4.436
H -3.295 -1.644 5.798
H -4.165 -1.093 4.347
H -3.128 0.040 5.248
```

## Properties
Energy relative to the best compared isomer or geometry (same formula, charge and spin) in kcal/mol: 0.0
LUMO level in eV: -10.6040
Frontier orbital gap in eV: 5.9505
Net charge: +3



DFT (ωB97M-V/def2-TZVPD) results for a cluster of 8 separate species, C14H44N6O8 in total.

```
72
C14H44N6O8, DFT ωB97M-V/def2-TZVPD
N 2.021 0.780 0.630
C 2.070 0.457 1.859
N 0.945 0.028 2.212
O 3.216 0.577 2.671
H 2.773 1.208 0.131
H 1.154 0.664 -0.021
H 1.011 -0.510 3.050
H 0.073 -0.068 1.673
N 0.586 2.977 0.203
C -0.519 3.181 0.934
N -0.717 2.220 1.878
O -1.404 4.282 0.803
H 0.858 3.622 -0.535
H 1.210 2.170 0.502
H -1.445 2.468 2.531
H -0.074 1.410 2.129
N -0.132 0.724 -1.044
C -0.920 -0.193 -0.503
N -1.291 0.011 0.709
O -1.114 -1.358 -1.273
H 0.162 0.667 -1.991
H -0.005 1.717 -0.637
H -1.991 -0.662 1.044
H -1.300 1.018 1.214
C 3.075 -0.849 -2.051
C 2.560 -2.258 -1.937
C 1.459 -2.495 -2.923
O 3.448 -3.106 -1.843
H 2.312 -0.117 -1.839
H 3.513 -0.681 -2.968
H 3.978 -0.776 -1.385
H 2.082 -2.279 -1.027
H 0.672 -1.764 -2.733
H 0.968 -3.378 -2.737
H 1.806 -2.574 -3.982
H 3.197 -3.786 -1.261
C -4.171 -2.761 3.494
C -3.497 -1.626 2.780
C -2.235 -1.081 3.542
O -2.937 -2.042 1.753
H -3.305 -3.368 3.575
H -4.976 -3.272 2.856
H -4.549 -2.628 4.532
H -4.278 -0.924 2.469
H -1.674 -0.320 3.083
H -1.522 -1.850 3.653
H -2.504 -0.777 4.582
H -3.172 -2.954 1.612
C 2.973 2.430 -4.743
C 1.570 2.106 -4.461
C 1.370 0.629 -4.913
O 1.117 2.122 -3.273
H 3.317 1.996 -5.601
H 3.678 2.301 -3.892
H 3.024 3.499 -4.898
H 0.898 2.760 -5.006
H 1.322 0.557 -6.078
H 0.521 0.233 -4.409
H 2.182 -0.068 -4.699
H 1.466 2.872 -2.807
C -3.620 2.581 2.830
O -2.628 2.533 3.849
H -4.015 3.592 2.796
H -4.363 1.761 3.093
H -3.299 2.344 1.816
H -2.875 3.020 4.666
C 0.519 -2.885 1.329
O -0.084 -3.416 0.205
H -0.298 -2.497 2.020
H 1.111 -2.016 0.970
H 1.145 -3.548 1.922
H -0.444 -2.620 -0.141
```

## Properties
Energy relative to the best compared isomer or geometry (same formula, charge and spin) in kcal/mol: 244.8
LUMO level in eV: 0.1282
Frontier orbital gap in eV: 9.5635
Net charge: 0
SMILES string: NC(N)=O.NC(N)=O.NC(N)=O.CC(C)O.CC(C)O.CC(C)O.CO.CO



DFT (ωB97M-V/def2-TZVPD) results for a structure of composition C14H46LiN10O18.

```
89
C14H46LiN10O18, DFT ωB97M-V/def2-TZVPD
Li 0.313 -2.143 3.704
C -0.243 1.057 1.173
C 0.367 0.860 -0.065
C 0.603 -0.466 -0.749
O 1.337 -0.631 -1.761
C 0.268 -1.604 -0.124
C -0.355 -1.611 1.190
C -0.622 -0.176 1.856
O -0.948 -0.135 3.061
O -0.465 -2.597 1.965
O 0.525 2.017 -0.670
H -0.484 2.048 1.531
H 0.493 -2.565 -0.562
O -3.495 0.639 3.119
H -3.782 0.295 3.964
H -2.598 0.318 3.021
O 2.485 4.381 0.325
H 3.370 4.123 0.067
H 1.994 3.559 0.351
O 3.874 0.571 -0.498
H 3.079 0.814 -0.972
H 3.619 -0.187 0.027
O -0.221 -5.135 0.213
H -0.108 -4.915 -0.712
H -0.325 -4.289 0.649
O -1.540 4.120 -0.073
H -0.846 3.541 -0.389
H -2.068 3.569 0.504
O 2.940 -3.117 -2.121
H 2.626 -2.214 -2.148
H 3.767 -3.069 -1.640
O 3.051 -1.464 1.604
H 2.758 -1.196 2.475
H 2.438 -2.152 1.345
O 0.408 -4.912 -2.380
H 0.735 -5.485 -3.073
H 1.181 -4.437 -2.075
C 2.083 -0.113 4.991
O 1.882 -0.738 3.965
N 3.280 0.267 5.341
N 1.195 -0.007 5.852
H 3.499 0.701 6.226
H 3.971 -0.015 4.661
H 0.323 -0.395 5.522
H 1.244 0.660 6.610
C -3.033 -3.731 -2.120
O -4.186 -3.739 -1.894
N -2.288 -2.657 -2.449
N -2.331 -4.814 -1.971
H -1.340 -2.628 -2.796
H -2.680 -1.726 -2.444
H -1.456 -4.705 -2.464
H -2.726 -5.673 -1.614
C -3.701 0.508 -2.281
O -4.815 0.358 -1.819
N -3.274 0.031 -3.395
N -2.641 1.130 -1.772
H -4.051 -0.149 -4.015
H -2.355 -0.090 -3.798
H -2.806 1.483 -0.841
H -1.719 1.185 -2.181
C 3.453 1.685 -4.052
O 4.045 2.083 -4.969
N 2.728 2.408 -3.290
N 3.348 0.436 -3.703
H 2.016 1.986 -2.712
H 2.760 3.405 -3.450
H 2.779 0.012 -2.985
H 3.847 -0.144 -4.363
C -0.150 -1.212 -4.926
O -0.572 -0.133 -4.523
N -0.159 -1.586 -6.183
N 0.465 -2.117 -4.210
H 0.049 -2.560 -6.349
H -0.449 -0.980 -6.937
H 0.504 -1.921 -3.220
H 1.267 -2.536 -4.659
C -1.837 4.904 5.518
C -2.156 3.648 4.625
C -1.958 3.993 3.136
O -1.195 2.803 5.111
H -0.832 4.894 5.940
H -2.552 4.931 6.341
H -1.821 5.848 4.973
H -3.105 3.140 4.800
H -2.833 4.547 2.795
H -1.927 3.064 2.568
H -1.015 4.510 2.957
H -0.905 2.340 4.322
```

## Properties
Multiplicity: 2
Expectation value of S²: 0.776
LUMO level (alpha / beta) in eV: 3.0417 / 3.0552
Frontier orbital gap (alpha / beta) in eV: 2.4351 / 4.4503
Net charge: -2